# 1
An isolated molecule of CH2N2OS2 in a non-equilibrium geometry. Source: OMol25; level of theory: ωB97M-V/def2-TZVPD.

As for the total energy: -1020.316113 Eh.

Each line ends with the Löwdin charge.
Element x y z (Å)
C1 -0.842 0.277 -0.125  -0.381
N1 0.551 0.411 -0.113  -0.609
N2 -1.794 1.026 0.268  0.070
O1 1.940 -1.778 0.586  -0.493
S1 2.222 1.108 0.056  0.610
S2 1.738 -0.846 -0.453  0.643
H1 -1.136 -0.799 -0.478  0.144
H2 -2.678 0.601 0.259  0.015

---

# 2
An isolated molecule of CH2N2OS2 in a non-equilibrium geometry. Source: OMol25; level of theory: ωB97M-V/def2-TZVPD.

As for the total energy: -1020.274343 Eh.

Each line ends with the Löwdin charge.
Element x y z (Å)
C1 0.013 -0.350 0.100  -0.019
N1 -0.707 -1.178 -0.571  -0.136
N2 -1.768 -1.830 -0.214  -0.456
O1 -4.750 1.345 -0.099  -0.636
S1 -3.204 -1.253 0.241  0.610
S2 -3.399 0.751 -0.041  0.510
H1 -0.212 -0.103 1.072  0.039
H2 0.961 0.162 -0.171  0.088

---

# 3
A cluster of 2 separate species, CH2N2P2 in total in a non-equilibrium geometry. Source: OMol25; level of theory: ωB97M-V/def2-TZVPD.

As for the total energy: -831.387144 Eh.

Each line ends with the Löwdin charge.
Element x y z (Å)
C1 -0.444 0.610 1.674  -0.585
N1 -1.120 1.017 2.501  0.084
N2 0.115 0.317 -0.803  -0.780
P1 0.103 -0.627 -2.095  0.740
P2 0.933 0.272 0.641  0.669
H1 -0.564 0.254 -3.089  -0.136
H2 0.978 -1.843 1.171  0.009

---

# 4
The ion CH2N3O7P with charge -2 in a non-equilibrium geometry. Source: OMol25; level of theory: ωB97M-V/def2-TZVPD.

As for the total energy: -1071.477462 Eh. Its net charge is -2.

Each line ends with the Löwdin charge.
Element x y z (Å)
O1 0.996 2.320 -0.205  -0.128
N1 1.000 1.196 -0.692  -0.069
C1 -0.159 0.501 -0.298  -0.644
N2 -1.111 1.048 -1.301  -0.108
O2 -1.739 2.184 -0.922  -0.294
O3 -0.517 0.436 0.942  -0.056
P1 -0.330 -1.142 1.597  0.268
O4 -1.338 -1.556 2.538  -0.302
O5 1.117 -1.198 1.944  -0.334
O6 -0.578 -1.737 0.088  -0.191
N3 0.063 -1.026 -0.847  -0.167
O7 1.391 -1.299 -0.826  -0.070
H1 -0.531 1.337 -2.044  0.063
H2 1.736 -1.064 0.026  0.032

---

# 5
An isolated molecule of CH2N4O in a non-equilibrium geometry. Source: OMol25; level of theory: ωB97M-V/def2-TZVPD.

As for the total energy: -333.448768 Eh.

Each line ends with the Löwdin charge.
Element x y z (Å)
H1 2.618 0.611 0.479  0.097
N1 2.043 -0.240 0.044  0.084
C1 0.774 0.056 -0.106  -0.452
N2 -0.078 1.104 -0.084  0.068
N3 -1.397 0.587 -0.002  -0.004
N4 -1.459 -0.623 0.154  0.052
O1 -0.144 -1.110 -0.096  -0.046
H2 0.127 2.143 0.139  0.203

---

# 6
An isolated molecule of CH2N4O2 in a non-equilibrium geometry. Source: OMol25; level of theory: ωB97M-V/def2-TZVPD.

As for the total energy: -408.648874 Eh.

Each line ends with the Löwdin charge.
Element x y z (Å)
O1 0.545 1.076 2.202  -0.063
N1 0.473 -0.166 1.580  0.017
C1 0.140 -0.183 0.320  -0.404
N2 -0.146 -1.284 -0.481  0.033
N3 -0.593 -0.905 -1.685  0.008
N4 -0.479 0.336 -1.785  0.068
O2 0.054 0.888 -0.546  -0.002
H1 0.229 1.746 1.533  0.102
H2 -0.654 -2.240 -0.097  0.242

---

# 7
An isolated molecule of CH2N4O2 in a non-equilibrium geometry. Source: OMol25; level of theory: ωB97M-V/def2-TZVPD.

As for the total energy: -408.655600 Eh.

Each line ends with the Löwdin charge.
Element x y z (Å)
O1 -1.254 -0.785 -1.208  0.126
C1 -0.718 -0.214 -0.310  -0.537
N1 -1.313 0.720 0.419  0.126
N2 -0.416 0.995 1.303  0.047
N3 0.839 0.588 0.942  -0.001
N4 0.702 -0.536 0.076  -0.046
O2 1.545 -0.499 -1.072  0.048
H1 1.339 0.502 1.884  0.172
H2 1.962 -1.308 -0.965  0.065

---

# 8
A cluster of 2 separate species, CH2N4O3 in total in a non-equilibrium geometry. Source: OMol25; level of theory: ωB97M-V/def2-TZVPD.

As for the total energy: -483.881133 Eh.

Each line ends with the Löwdin charge.
Element x y z (Å)
H1 -1.949 -0.826 -1.001  0.059
N1 -1.456 -0.537 -0.154  0.189
C1 -0.215 -0.653 -0.314  -0.586
O1 0.648 -0.255 0.516  0.093
N2 0.324 -1.738 -1.213  0.036
O2 -0.326 -2.010 -2.171  0.051
H2 1.427 -0.826 0.253  0.154
N3 -0.301 2.582 0.664  0.244
N4 0.480 2.255 1.370  -0.345
O3 1.368 2.008 2.049  0.105

---

# 9
An isolated molecule of CH2N4S in a non-equilibrium geometry. Source: OMol25; level of theory: ωB97M-V/def2-TZVPD.

As for the total energy: -656.303184 Eh.

Each line ends with the Löwdin charge.
Element x y z (Å)
C1 1.079 0.192 0.172  -0.351
N1 0.330 -1.050 0.440  -0.053
N2 -0.847 -1.207 0.143  -0.241
N3 -1.823 -0.923 -0.353  0.137
N4 -1.453 0.984 -0.684  -0.458
S1 -0.445 1.412 0.294  0.846
H1 1.759 0.462 0.894  0.025
H2 1.400 0.128 -0.906  0.095

---

# 10
The ion CH2NO2 with charge -1 in a non-equilibrium geometry. Source: OMol25; level of theory: ωB97M-V/def2-TZVPD.

As for the total energy: -244.615260 Eh. Its net charge is -1.

Each line ends with the Löwdin charge.
Element x y z (Å)
N1 -1.294 0.069 -0.296  0.056
C1 0.125 -0.049 0.030  -0.879
O1 0.462 0.490 1.108  -0.128
O2 0.876 -0.627 -0.777  -0.115
H1 -1.393 0.221 -1.278  0.031
H2 -1.538 0.880 0.248  0.036

---

# 11
The ion CH2NO2S2 with charge -1 in a non-equilibrium geometry. Source: OMol25; level of theory: ωB97M-V/def2-TZVPD.

As for the total energy: -1040.843978 Eh. Its net charge is -1.

Each line ends with the Löwdin charge.
Element x y z (Å)
N1 1.582 0.292 0.155  -0.152
S1 -0.243 -0.189 0.190  0.465
O1 -0.231 -1.163 1.299  -0.479
O2 -0.493 -0.762 -1.141  -0.492
C1 -2.076 0.411 0.015  -0.743
S2 -2.137 1.968 -0.304  0.417
H1 1.713 -0.646 0.592  -0.012
H2 1.886 0.088 -0.806  -0.003

---

# 12
A cluster of 2 separate species, CH2NO3P in total in a non-equilibrium geometry. Source: OMol25; level of theory: ωB97M-V/def2-TZVPD.

As for the total energy: -661.052866 Eh. Its net charge is -2.

Each line ends with the Löwdin charge.
Element x y z (Å)
C1 -0.189 0.561 0.168  -0.340
N1 0.771 1.001 0.712  0.022
O1 -1.272 -1.539 -1.390  -0.480
O2 1.204 -0.902 -1.443  -0.464
O3 0.193 -1.922 0.681  -0.465
P1 -0.032 -1.198 -0.624  -0.047
H1 -1.642 2.185 0.643  -0.254
H2 0.967 1.816 1.255  0.029